No. 1
97
Properties=species:S:1:pos:R:3:lowdin_charge:R:1 method="wB97M-V/def2-TZVPD" lumo_energy_ev=0.184 homo_ev=-10.22 gap_ev=10.4 smiles="C[N+](=O)[O-].CCOC(=O)OC.CCOC(=O)OC.CCOC(=O)OC.CCOC(=O)OC.O=C1OCCO1.O=C1OCCO1.O=C1OCCO1" e_tot_ev=-76303.32013
O 0.39747 -4.73996 -2.96339 0.16
O 5.91512 1.10140 -1.24355 0.06
O -1.79737 2.87319 1.11251 0.15
O 0.64055 -2.47677 -2.86315 -0.04
O -0.28838 -3.53790 -1.22369 -0.01
O -0.84089 -0.60659 -5.24530 0.17
O 1.75175 2.08203 -0.58692 0.13
O 3.47045 -0.07083 0.02242 0.11
O -3.09444 -0.93660 0.86591 0.13
O 0.35281 0.49406 -1.31515 0.08
O -2.30800 0.81190 -4.21574 0.05
O -0.31092 -2.25483 5.65863 0.07
O -0.54103 4.46282 1.99572 0.04
O -2.55673 4.99219 1.23818 0.02
O 0.67740 0.72799 0.80475 0.04
O -0.30328 1.56681 -4.90442 0.05
O -5.17990 -1.76310 0.90810 0.06
O 5.21506 -0.40062 -2.69965 0.05
O 3.43165 -0.51518 2.20053 0.05
O 3.00572 -2.13824 0.84735 0.00
O -4.46772 -0.58554 2.54158 0.01
O 6.76121 -0.93411 -1.06791 0.15
O -0.27738 -0.67649 4.18986 0.04
N 0.06092 -1.76242 4.63106 -0.42
C -1.31562 -4.37316 -0.71703 -0.19
C -3.82861 4.44154 0.96872 -0.05
C -1.14194 0.47407 -4.85927 -0.51
C -0.87528 2.68658 -4.28809 -0.14
C 4.30001 0.67153 -2.81671 -0.16
C 0.24865 -3.69838 -2.41922 -0.62
C -5.21576 -2.11774 -0.50434 -0.19
C 3.62716 0.87557 2.45914 -0.16
C -3.60509 0.48655 3.00534 0.00
C 3.28215 -0.83590 0.95454 -0.60
C 4.84116 1.74451 -1.89944 -0.13
C 0.89675 -2.71073 3.70256 0.09
C -1.48305 -3.97537 0.71825 -0.06
C -4.15361 -1.07786 1.34105 -0.65
C -0.78466 -0.09952 -0.74769 -0.10
C 6.03934 -0.15989 -1.62158 -0.58
C -0.29609 -0.32088 0.67675 -0.08
C 3.26004 1.06752 3.96881 -0.04
C 2.89806 -2.63101 -0.53864 0.04
C 1.41720 -2.42931 -4.07389 0.00
C 0.28542 3.53876 2.63894 -0.21
C 1.75993 3.99866 2.68723 -0.04
C -2.32681 2.26156 -4.08344 -0.10
C 1.00838 1.16107 -0.40265 -0.63
C -5.67289 -1.03036 -1.46782 -0.06
C -1.66245 3.99257 1.40150 -0.59
H 4.71455 1.11178 2.36200 0.14
H 2.30525 3.93244 1.75226 0.07
H 0.21106 -1.29580 0.79704 0.12
H -2.28095 -4.12543 -1.27998 0.15
H -5.98738 -2.95535 -0.56490 0.15
H -4.32579 1.25525 3.30385 0.10
H -4.22688 -2.45866 -0.80614 0.10
H 3.23871 0.53668 -2.74660 0.10
H 4.01808 2.05018 -1.13813 0.13
H 1.74304 -3.10380 4.31597 0.12
H -4.42324 5.25357 0.57553 0.09
H 0.20204 -3.46946 3.41107 0.07
H -5.12717 -0.12379 -1.20771 0.07
H 2.27217 3.56229 3.54867 0.05
H -0.20682 3.38099 3.61254 0.14
H -0.82781 3.56559 -4.94292 0.13
H 1.98362 -3.36459 -4.08274 0.10
H 1.14106 -2.10736 2.84617 0.06
H -0.36666 2.95073 -3.31018 0.15
H -1.80728 -2.94857 0.80459 0.06
H 2.89115 -3.71801 -0.35098 0.12
H -5.44671 -1.42755 -2.48932 0.10
H 5.18732 2.65296 -2.42085 0.13
H 0.77809 -2.31240 -4.90449 0.06
H -3.76856 3.57495 0.32374 0.09
H -2.86338 0.80523 2.27008 0.07
H 0.24454 2.53891 2.16122 0.11
H 3.18175 1.42004 1.63223 0.10
H -1.70886 0.55575 -0.86832 0.15
H -0.61938 -4.12459 1.31298 0.06
H -3.00455 2.72025 -4.79080 0.12
H -2.62024 2.51919 -3.08180 0.11
H -1.00532 -5.45950 -0.83280 0.15
H -0.87175 -0.27635 1.57138 0.09
H 2.04825 -1.53450 -3.97888 0.10
H -0.94895 -0.97409 -1.32806 0.11
H 1.92035 5.05208 2.97929 0.08
H 1.95905 -2.32127 -0.91235 0.05
H -3.03482 0.12530 3.86046 0.09
H 3.69909 -2.22052 -1.10461 0.09
H -6.72020 -0.87453 -1.29322 0.07
H -4.29953 4.22563 1.93141 0.10
H 4.36057 0.96357 -3.90706 0.14
H 3.56460 2.03787 4.24352 0.04
H 2.17270 1.04789 4.16299 0.07
H -2.22018 -4.57663 1.20251 0.08
H 3.65894 0.28003 4.59055 0.08

No. 2
26
Properties=species:S:1:pos:R:3:lowdin_charge:R:1 method="wB97M-V/def2-TZVPD" lumo_energy_ev=2.765 homo_ev=-6.62 gap_ev=9.4 total_charge=-1 e_tot_ev=-18703.24315 e_above_lowest_ev=3.282
O 2.71962 0.04358 -1.20327 -0.02
O -1.45838 -1.20942 1.97273 -0.08
O -1.29838 -1.92642 -1.47927 -0.13
O 2.03962 -2.35242 0.94473 0.01
O 0.69362 1.44458 2.10473 -0.12
O -2.90338 1.01258 0.36573 -0.22
O 0.83962 2.64758 -0.74127 -0.03
O -0.96738 0.90358 -2.60227 -0.09
O -0.37938 0.18658 -0.06727 -0.44
H 0.10862 1.03658 2.71173 -0.03
H -0.83538 -1.07042 -1.05927 0.02
H -0.60738 -2.29442 -2.02627 -0.01
H -0.79438 -1.03642 1.24273 0.02
H 1.80662 0.20258 -1.23427 -0.04
H 2.76362 -0.84842 -0.82627 0.02
H 0.29262 0.88958 1.28673 0.04
H -3.20538 0.47558 1.26573 0.09
H 1.84262 -2.82242 0.14773 0.04
H 0.54662 -0.17242 -0.25827 0.03
H 0.69962 2.98958 0.05473 -0.06
H -0.61438 0.89458 -1.57327 0.05
H -1.58238 1.52958 -2.68027 -0.06
H 2.88462 -2.15442 1.18673 -0.01
H -1.87338 0.66458 0.38173 0.03
H -1.26838 -0.72242 2.75773 0.00
H 0.55062 1.68858 -0.67227 0.00

No. 3
9
Properties=species:S:1:pos:R:3:lowdin_charge:R:1 method="wB97M-V/def2-TZVPD" lumo_energy_ev="-0.888 / -1.678" homo_ev="-9.82 / -11.07" gap_ev="8.9 / 9.4" e_tot_ev=-10653.07453 e_above_lowest_ev=6.720
O -0.66788 -1.32211 -2.07519 0.07
O -2.29075 -1.20672 -0.61918 0.11
O 0.95085 -1.79520 -0.30527 -0.01
N -0.21525 -1.46784 0.10568 -0.01
N -1.15874 -1.34646 -0.95891 -0.47
N -0.37784 0.89191 0.00987 0.13
H 0.64573 -1.63718 -1.44466 0.19
H -1.38751 1.04249 0.22363 0.02
H 0.02672 1.32077 0.80866 -0.02

No. 4
66
Properties=species:S:1:pos:R:3:lowdin_charge:R:1 method="wB97M-V/def2-TZVPD" lumo_energy_ev=-4.983 homo_ev=-6.11 gap_ev=1.1 e_tot_ev=-105555.27336
Cs 3.55004 -4.96798 -2.58280 1.17
Cs 5.52992 1.42059 -0.65598 1.31
K 2.01849 0.23598 2.28521 1.04
Cl -2.80695 -4.55885 -0.66331 0.22
S -0.90724 2.82750 5.92208 0.42
Si 2.63672 -0.54115 -0.92919 0.44
Mg 8.13092 -4.15901 -0.13857 0.72
F -6.93586 5.19535 -0.10077 -0.43
F -2.97441 2.56032 4.22683 0.09
F -2.44266 4.60745 4.65366 0.10
F -3.49154 3.44268 6.11859 0.13
O -0.60755 3.81886 6.91975 -0.32
O -3.93465 -2.87009 -1.17467 -0.13
O 6.50803 -2.95562 0.01675 -0.30
O -4.21553 0.68612 -3.61860 0.22
O 0.02413 2.82218 4.79683 -0.39
O -4.24176 -0.72672 -1.79865 0.14
O -1.18748 1.51329 6.44982 -0.33
O 5.08033 -4.24832 -1.20194 -0.65
O 1.53475 -1.80214 -0.80492 -0.20
O 3.44746 -7.06624 1.33915 -0.48
C -4.78715 4.65249 -0.74337 -0.09
C 5.47485 -4.82353 1.05188 -0.02
C -1.15799 0.28282 -3.58366 -0.01
C -2.20214 -0.48146 -2.82340 -0.12
C -2.05496 -1.55359 -2.04971 -0.03
C -3.51659 -1.84628 -1.61726 -0.39
C -2.52550 3.38416 5.20095 -0.66
C 0.16142 -1.31494 -0.93032 -0.21
C -4.57564 3.33161 -1.13017 -0.08
C -0.75972 -2.29346 -1.69588 -0.10
C -4.63091 5.02506 0.60797 -0.06
C 4.30435 -0.92404 0.02150 -0.35
C -4.07960 2.76274 1.15864 -0.07
C -4.27157 4.07583 1.55300 -0.06
C -3.65873 -0.04768 -2.89142 -0.36
C 5.70341 -3.92905 -0.16121 -0.82
C 2.98087 -0.09481 -2.76489 -0.14
C -4.22677 2.38980 -0.17920 -0.08
C 1.97302 1.09132 -0.10836 -0.23
H -1.53309 0.71829 -4.51076 0.10
H 0.91663 1.25018 -0.34046 0.06
H 2.53473 1.92526 -0.62088 0.04
H 4.00506 -1.50940 0.89992 0.05
H -0.31418 -0.38331 -3.80968 0.08
H -4.78918 6.05077 0.90274 0.11
H -5.06670 5.39329 -1.47570 0.11
H 3.39163 0.95991 -2.76326 0.02
H 6.42647 -5.26395 1.37690 0.05
H -1.03023 -3.08178 -0.99757 0.02
H 3.76032 -0.71999 -3.21244 0.04
H -3.80573 2.00468 1.88184 0.10
H 2.20494 1.09496 0.99474 -0.16
H -0.25802 -1.13584 0.06675 0.14
H -0.27166 -2.74922 -2.56059 0.13
H 2.07191 -0.05934 -3.36907 0.03
H 4.67255 0.10480 0.40814 -0.24
H 4.77552 -5.64153 0.83943 0.03
H -4.14357 4.35798 2.58834 0.10
H -0.73627 1.07726 -2.95201 0.09
H 5.07869 -1.42841 -0.63333 0.04
H -4.68615 3.04503 -2.16861 0.09
H 0.18533 -0.38716 -1.51736 0.07
H 5.06712 -4.23057 1.87208 0.09
H 2.74218 -7.67086 1.59178 -0.14
H -4.06408 1.35779 -0.46534 0.08

No. 5
8
Properties=species:S:1:pos:R:3:lowdin_charge:R:1 method="wB97M-V/def2-TZVPD" lumo_energy_ev="-0.896 / -3.625" homo_ev="-11.41 / -9.74" gap_ev="10.5 / 6.1" e_tot_ev=-18729.45358 e_above_lowest_ev=3.050
S -3.23843 -0.17335 -0.03817 0.83
F -3.73458 1.32581 0.61912 -0.29
O -3.59794 -1.15935 0.95037 -0.32
O -3.83298 -0.22970 -1.34726 -0.32
C 0.15188 -0.05878 0.12092 0.12
H 0.34467 -0.70543 0.95134 0.00
H 0.02621 0.99287 0.27693 -0.01
H 0.14938 -0.45252 -0.87472 -0.01